# 1
Below is a molecular structure, C19H25F4GeSi at a distorted geometry, with properties calculated with wB97M-V/def2-TZVPD.

```
50
Properties=species:S:1:pos:R:3:forces:R:3
C 3.80171 1.16398 0.17960 -0.8337 -0.6503 -1.1453
Si 2.12599 1.41620 0.95465 2.0574 1.6209 2.6261
C 1.49213 3.16273 0.76701 -0.8551 -0.6292 -1.0306
H 0.27850 0.03352 -0.68176 0.4476 0.1839 0.3351
C 2.08685 0.80872 2.72256 -0.2654 0.0987 -1.4975
Ge 0.77829 -0.70935 2.81944 -0.9246 -1.0262 1.0564
C 0.74224 -1.36266 4.68444 0.1970 0.2303 -0.2769
C -1.04985 -0.07285 2.42225 0.3404 0.1948 -0.0284
C 1.28859 -2.23627 1.67052 0.2245 0.3760 0.0633
H 4.51582 1.73191 0.80098 -0.3716 -0.1615 -0.0432
H 4.08565 0.09983 0.13557 0.0885 0.4553 0.0690
H 3.78639 1.57579 -0.84321 0.2830 -0.1758 0.3475
H 2.12909 3.77200 1.42820 -0.0524 -0.3099 -0.0780
H 1.61417 3.49452 -0.27667 -0.0748 0.0700 0.4158
H 0.43697 3.27922 1.05820 0.3884 0.0691 -0.0174
H 3.10745 0.42682 2.95216 -0.7306 0.3190 0.0085
H 1.71591 1.65642 3.34195 0.3099 -0.6882 -0.2600
H 0.05112 -2.22597 4.73945 0.4020 0.4631 0.0706
H 1.76475 -1.66747 4.97396 -0.5772 0.0688 0.0494
H 0.38868 -0.54429 5.33882 0.1815 -0.5237 -0.1888
H -1.72779 -0.94291 2.50232 0.2720 0.4653 -0.0893
H -1.34054 0.69465 3.16638 0.0631 -0.4002 -0.4493
H -1.12057 0.34316 1.40384 -0.2075 -0.1003 0.3688
H 0.45204 -2.96039 1.68593 0.4644 0.3734 -0.0833
H 1.49627 -1.91262 0.63301 -0.0756 -0.3901 0.3848
H 2.18957 -2.70341 2.11234 -0.4343 0.1463 -0.3804
F -4.74376 0.10380 0.10666 0.7711 -1.0667 -0.4429
C -3.72515 -0.77347 -0.17518 -0.0258 0.5050 0.5634
C -3.75560 -2.05526 0.37075 -0.0668 0.1244 0.0013
C -2.63842 -2.85334 0.16917 0.0851 -0.3987 0.6549
F -2.56696 -4.06731 0.81966 -0.1970 1.1579 -0.9633
C -1.53300 -2.40371 -0.53282 0.6367 0.1672 0.0406
C -1.47921 -1.07151 -0.96627 -1.0010 -0.3888 -0.0448
C -0.17867 -0.53897 -1.49481 0.0495 -0.4314 -1.3013
C -0.29741 0.32330 -2.73690 0.1032 0.2888 -0.6379
C 0.26363 -0.13196 -3.94169 0.0605 -0.0140 -0.2078
C 0.09829 0.61451 -5.11167 0.9440 0.1882 -0.4500
F 0.72998 0.19675 -6.26521 -0.8258 0.3258 1.3654
C -0.52750 1.85874 -5.13157 -0.4144 -0.3640 0.3272
C -1.08829 2.26576 -3.92451 0.4291 1.1070 0.5206
F -1.63712 3.53013 -3.85560 0.3749 -1.3911 -0.1530
C -0.95134 1.56048 -2.72476 -0.0278 0.0072 -0.4063
C -2.61410 -0.26139 -0.83910 -0.3029 -0.1948 0.3274
H -4.57778 -2.39903 0.98872 0.0320 0.0713 -0.1548
H -0.65670 -3.04075 -0.69600 -0.4571 0.1068 0.2644
H 0.45907 -1.39788 -1.78666 -0.1017 0.5163 0.5811
H 0.90450 -1.02190 -3.97178 -0.5136 0.2570 -0.0558
H -0.56888 2.49372 -6.01606 -0.0138 -0.2978 0.2239
H -1.32958 1.97854 -1.79231 0.0825 0.0887 -0.4332
H -2.67541 0.76945 -1.18403 0.0623 -0.4438 0.1542
```
Positions in Å, forces in eV/Å.

Values from the calculation:
F_max, Eh/bohr: 0.0721
Lowest unoccupied orbital energy, hartree: -0.2217
Molar mass, g/mol: 430.10
Orbital gap, eV: 6.06
Charge: +1
Energy above the lowest of the compared OMol25 structures with the same formula, charge and spin, kcal per mole: 0.00
Spin multiplicity: 1

***

# 2
Below is CHN3O3 in the gas phase at a distorted geometry, with properties calculated with wB97M-V/def2-TZVPD.

```
8
Properties=species:S:1:pos:R:3:forces:R:3
O 2.30045 3.21096 2.98971 -0.5560 -0.7391 -1.7589
N 1.79100 2.99232 1.88617 0.8883 1.6935 1.4323
O 1.44006 3.82487 1.09199 0.0245 0.6592 -0.4599
N 1.46870 1.71099 1.59797 0.4911 -1.7398 2.0674
C 1.02894 1.22605 0.57762 0.2959 1.6930 0.6589
N 0.21623 0.86431 -0.21385 -0.4026 -0.7363 -0.5993
O 0.34890 -0.23734 -1.01251 0.4921 0.2927 -0.1979
H -0.57658 -0.28778 -1.17368 -1.2333 -1.1233 -1.1424
```
Positions in Å, forces in eV/Å.

Values from the calculation:
F_max, Eh/bohr: 0.0534
Lowest unoccupied orbital energy, hartree: -0.0435
Molar mass, g/mol: 103.04
Orbital gap, eV: 9.46
Energy above the lowest of the compared OMol25 structures with the same formula, charge and spin, kcal per mole: 75.06
Spin multiplicity: 1